*1*
Molecular formula: C5H4N2
Method: DFT, ωB97M-V with the def2-TZVPD basis set

Computed properties:
HOMO energy, eV: -9.360
LUMO, Ha: 0.023

The geometry in XYZ format:
```
11
C5H4N2 | the OMol25 dataset | ωB97M-V with the def2-TZVPD basis set
C 2.87009 -0.90985 0.55660
C 1.73683 -0.40459 0.24448
C 0.33910 -0.06760 0.15029
C -0.79862 -0.82982 0.32032
N -1.82256 -0.04005 -0.07078
N -1.44420 1.18018 -0.47356
C -0.13294 1.17352 -0.33145
H 2.41271 0.08635 -0.53836
H -0.95322 -1.83489 0.68752
H -2.80118 -0.27447 -0.10546
H 0.46503 2.04912 -0.55015
```

---

*2*
Molecular formula: C5H4N2
Method: DFT, ωB97M-V with the def2-TZVPD basis set

Computed properties:
HOMO energy, eV: -9.732
LUMO, Ha: 0.000

The geometry in XYZ format:
```
11
C5H4N2 | the OMol25 dataset | ωB97M-V with the def2-TZVPD basis set
C 2.90062 -0.84232 0.67762
C 1.72934 -0.48591 0.26917
C 0.37356 0.02859 0.26691
C -0.76907 -0.73674 0.27146
N -1.75841 0.09190 -0.11943
N -1.34037 1.33206 -0.40693
C -0.03606 1.29884 -0.19267
H 1.81370 -0.75458 -0.80635
H -0.92000 -1.78700 0.48297
H -2.73446 -0.12984 -0.21716
H 0.58813 2.16251 -0.38921
```

---

*3*
Molecular formula: C5H4N2
Method: DFT, ωB97M-V with the def2-TZVPD basis set

Computed properties:
HOMO energy, eV: -8.855
LUMO, Ha: 0.026
SMILES string: C#Cc1ccn[nH]1

The geometry in XYZ format:
```
11
C5H4N2 | the OMol25 dataset | ωB97M-V with the def2-TZVPD basis set
C -0.21493 -0.46684 2.28280
C 0.63489 -0.57515 1.43055
C 0.72670 -0.41829 0.00507
C 0.85729 0.81181 -0.61374
C -0.24840 0.87378 -1.47788
N -0.94851 -0.25767 -1.48345
N -0.30529 -1.04644 -0.62702
H -1.15056 -0.17236 2.69594
H 1.56472 1.58756 -0.36053
H -0.62653 1.73715 -2.00543
H -0.75011 -1.87857 -0.26754
```

---

*4*
Molecular formula: C5H4N2
Method: DFT, ωB97M-V with the def2-TZVPD basis set

Computed properties:
HOMO energy (spin up / spin down), eV: -9.060 / -8.449
LUMO (spin up / spin down), Ha: -0.046 / -0.010

The geometry in XYZ format:
```
11
C5H4N2 | the OMol25 dataset | ωB97M-V with the def2-TZVPD basis set
C -0.03350 2.39754 1.04813
C -0.07811 1.30780 0.52158
C -0.22903 0.00946 -0.05075
C 0.70514 -1.05265 0.30107
N 1.11241 -1.92059 -0.53836
N -0.64635 -0.67238 -1.96545
C -1.29057 -0.14893 -1.05006
H 0.03267 3.36275 1.50757
H 1.02528 -1.02017 1.35117
H 1.63995 -2.65284 -0.06549
H -2.23788 0.39001 -1.05940
```

---

Least stable of them? *4*.

---

*1*
Molecular formula: C4H12NO
Method: DFT, ωB97M-V with the def2-TZVPD basis set

Computed properties:
HOMO energy, eV: -14.086
Total charge: +1
LUMO, Ha: -0.138
SMILES string: [NH3+]CCCCO

The geometry in XYZ format:
```
18
C4H12NO | the OMol25 dataset | ωB97M-V with the def2-TZVPD basis set
N 2.07244 -0.83205 0.14500
C 1.25179 0.44264 0.25004
C 0.20972 0.51822 -0.85119
C -1.02644 -0.33956 -0.61356
C -1.86820 -0.12140 0.67150
O -1.75152 1.18445 1.15679
H 2.94319 -0.96143 0.66637
H 2.36299 -0.84353 -0.84058
H 1.48728 -1.65293 0.29339
H 0.82848 0.45488 1.25304
H 1.99472 1.23915 0.17264
H -0.20714 1.52659 -0.88198
H 0.74395 0.35256 -1.78989
H -0.83059 -1.41418 -0.74292
H -1.66849 -0.03071 -1.44015
H -2.83972 -0.57731 0.47927
H -1.47402 -0.76615 1.46578
H -2.22846 1.82076 0.60644
```

---

*2*
Molecular formula: C4H12NO
Method: DFT, ωB97M-V with the def2-TZVPD basis set

Computed properties:
HOMO energy, eV: -13.943
Total charge: +1
LUMO, Ha: -0.132

The geometry in XYZ format:
```
18
C4H12NO | the OMol25 dataset | ωB97M-V with the def2-TZVPD basis set
C 1.64208 -2.25852 -0.27932
C 0.45619 -1.50585 -0.78375
C 0.80142 -0.08926 -0.59819
C -0.09128 0.65107 0.04062
N -0.25377 2.15025 0.18542
H 1.50544 -3.00849 0.40970
H 2.42619 -1.63620 0.15899
H 2.33641 -2.71904 -0.96483
H -0.56204 -1.70710 -0.36641
H 0.47906 -1.75964 -1.97336
H 1.81787 0.17728 -0.89680
H -1.07052 0.17892 0.25827
H -0.07007 2.55153 -0.84294
H -1.32028 2.28924 0.46591
H 0.41119 2.56608 0.91381
H -3.43203 1.27837 0.80527
H -2.50822 1.54033 2.22883
O -2.56763 1.30107 1.23879
```

---

Least stable of them? *2*.

---

*1*
Molecular formula: C4H12NO
Method: DFT, ωB97M-V with the def2-TZVPD basis set

Computed properties:
HOMO energy, eV: -13.513
Total charge: +1
LUMO, Ha: -0.182

The geometry in XYZ format:
```
18
C4H12NO | the OMol25 dataset | ωB97M-V with the def2-TZVPD basis set
C -0.71033 1.14983 -1.03820
C -1.30661 -1.04427 -0.24230
C -0.42506 0.60844 1.35583
C 1.81101 -0.70709 -0.40604
N -0.48752 0.10325 -0.04429
O 2.59479 -0.19033 0.45008
H -0.61022 2.10773 -0.68075
H 0.06392 0.98091 -1.82230
H -1.70197 0.99017 -1.50920
H -2.29360 -0.71878 0.01556
H -1.26258 -1.41323 -1.26456
H -1.11596 -1.86966 0.41746
H 0.61066 0.95822 1.37922
H -1.03457 1.46286 1.55284
H -0.36204 -0.22000 2.16940
H 1.37197 -1.69279 -0.43577
H 1.98910 0.07429 -1.19682
H 2.86902 -0.57958 1.29984
```

---

*2*
Molecular formula: C4H12NO
Method: DFT, ωB97M-V with the def2-TZVPD basis set

Computed properties:
HOMO energy (spin up / spin down), eV: -11.942 / -14.379
Total charge: +1
LUMO (spin up / spin down), Ha: -0.257 / -0.180

The geometry in XYZ format:
```
18
C4H12NO | the OMol25 dataset | ωB97M-V with the def2-TZVPD basis set
C 2.58379 -1.10665 -0.72331
C 1.29181 0.78589 0.36616
C -1.89738 1.23037 -0.16863
C -2.68584 0.07431 -0.06092
N 1.44306 -0.58803 0.00812
O -2.31944 -0.79976 0.96993
H 2.92152 -0.20637 -1.31767
H 3.42846 -1.36922 -0.08273
H 2.45215 -1.99973 -1.37869
H 0.13357 1.04369 0.05181
H 1.34656 0.78401 1.48628
H 2.00437 1.28762 -0.21541
H -1.68572 1.72846 0.76978
H -1.67691 1.80190 -0.99272
H -3.64125 0.64616 0.25017
H -3.12657 -0.43246 -0.89708
H 0.80448 -1.19692 0.37385
H -2.98267 -1.55785 0.87368
```

---

Least stable of them? *2*.

---

*1*
Molecular formula: C4H12NO
Method: DFT, ωB97M-V with the def2-TZVPD basis set

Computed properties:
HOMO energy, eV: -14.458
Total charge: +1
LUMO, Ha: -0.127

The geometry in XYZ format:
```
18
C4H12NO | the OMol25 dataset | ωB97M-V with the def2-TZVPD basis set
C 2.40566 -1.49723 -0.45478
C 1.61149 -0.61111 -1.39953
C 0.44448 0.12267 -0.80487
C 0.26637 0.28847 0.48874
N -0.92022 0.99607 0.97478
H 3.24286 -0.95919 0.00130
H 1.74158 -1.97045 0.24927
H 2.85684 -2.30821 -1.02383
H 2.26631 0.10738 -1.87228
H 1.20470 -1.24661 -2.18760
H -0.20918 0.50034 -1.58301
H 0.88805 -0.20120 1.22355
H -1.09437 0.89387 1.98039
H -1.75658 0.71641 0.45660
H -0.84361 2.00420 0.83379
H -4.05469 0.99659 1.83256
H -4.31170 1.35114 0.35551
O -3.73798 0.81686 0.92942
```

---

*2*
Molecular formula: C4H12NO
Method: DFT, ωB97M-V with the def2-TZVPD basis set

Computed properties:
HOMO energy (spin up / spin down), eV: -11.673 / -12.597
Total charge: +1
LUMO (spin up / spin down), Ha: -0.150 / -0.126

The geometry in XYZ format:
```
18
C4H12NO | the OMol25 dataset | ωB97M-V with the def2-TZVPD basis set
C -0.12386 -0.40774 2.06674
C -0.07944 1.24054 -1.51584
C -1.12889 -0.67944 1.11330
C 0.47664 -0.04151 -1.07041
N 1.93216 -0.02933 -0.47760
O 0.37376 -1.21369 -1.71644
H 0.65517 -1.21398 1.98171
H 0.36582 0.63437 2.04728
H -0.52744 -0.60336 3.05675
H 0.59106 1.66208 -2.33642
H -0.12367 2.02976 -0.78170
H -1.04203 1.07919 -1.94418
H -1.41947 -1.73387 1.09529
H -1.73878 -0.03187 0.59448
H 1.75926 0.14449 0.57841
H 2.41965 -0.87753 -0.66489
H 2.54476 0.71488 -0.82842
H 0.12125 -1.01980 -2.64174
```

---

*3*
Molecular formula: C4H12NO
Method: DFT, ωB97M-V with the def2-TZVPD basis set

Computed properties:
HOMO energy, eV: -14.275
Total charge: +1
LUMO, Ha: -0.143

The geometry in XYZ format:
```
18
C4H12NO | the OMol25 dataset | ωB97M-V with the def2-TZVPD basis set
C 0.08707 0.35799 -1.23505
C -0.02875 -1.20678 -1.47602
C 0.04681 -2.14981 -0.26940
C 1.17662 -2.68250 0.40147
N 0.40580 0.44279 0.27397
H -0.76791 1.05694 -1.38144
H 0.92828 0.74741 -1.81653
H 0.67420 -1.36365 -2.30297
H -1.02191 -1.39656 -1.99710
H -0.78399 -2.85395 -0.18665
H 2.17818 -2.45215 0.09029
H 1.06664 -3.51076 1.04844
H 0.94026 -0.50218 0.66713
H -1.05105 4.37821 2.70666
H 0.81986 1.30232 0.48364
H -0.62457 0.67954 0.74348
H -2.43409 4.33670 2.15127
O -1.61146 4.81643 2.09881
```

---

Least stable of them? *2*.